# 1
{
  "formula": "C3H6NO2",
  "method": "ωB97M-V/def2-TZVPD",
  "total_charge": -1,
  "smiles": "O=CCNC[O-]",
  "homo_energy_ev": -2.78,
  "lumo_energy_ev": 3.92,
  "e_above_lowest_kcal_mol": 78.3,
  "homo_lumo_gap_ev": 6.70,
  "symbols": ["O", "C", "C", "N", "C", "O", "H", "H", "H", "H", "H", "H"],
  "coordinates": [[0.60933, 1.84967, 2.13416], [0.22294, 1.00565, 1.38964], [0.35136, 1.13122, -0.09787], [-0.18267, -0.00342, -0.84080], [-0.25341, -1.54517, -0.66951], [-1.51916, -1.91832, -1.04466], [-0.03008, 0.01069, 1.75887], [1.47522, 1.05603, -0.29789], [-0.03701, 2.10319, -0.37495], [-1.20630, 0.01400, -0.99937], [0.03105, -1.78340, 0.39393], [0.53875, -1.92015, -1.35155]],
  "lowdin_charge": [0.0122, -0.2940, -0.2336, -0.1069, -0.5288, -0.3764, 0.1053, 0.1300, 0.1026, 0.0656, 0.0608, 0.0634]
}


# 2
{
  "formula": "C5H6O4Sm",
  "method": "ωB97M-V/def2-TZVPD",
  "multiplicity": 7,
  "homo_energy_ev": [-5.22, -7.79],
  "lumo_energy_ev": [0.30, 0.04],
  "e_above_lowest_kcal_mol": 0.0,
  "s2": 12.009,
  "homo_lumo_gap_ev": [5.52, 7.84],
  "symbols": ["O", "C", "O", "O", "C", "C", "O", "C", "C", "Sm", "H", "H", "H", "H", "H", "H"],
  "coordinates": [[2.28810, 0.18922, -0.68980], [2.48679, 3.01301, 1.69183], [1.65734, 2.83301, 0.92616], [-1.37371, 1.34838, -1.18509], [-2.13883, 0.50451, -0.38582], [-1.42559, -0.82005, -0.12251], [-0.11372, -0.47406, 0.34307], [0.91414, -1.41073, 0.35492], [2.08095, -1.02432, -0.19942], [0.62252, 1.37573, -0.98977], [-3.11433, 0.26101, -0.84950], [-2.36407, 0.97279, 0.59615], [-1.31074, -1.38945, -1.05867], [-1.93583, -1.43554, 0.63177], [0.76732, -2.27382, 1.00310], [2.95969, -1.66968, -0.06643]],
  "mulliken_spin": [-0.0225, 0.0103, 0.0017, -0.0288, 0.0007, 0.0029, 0.0008, 0.0100, -0.0116, 6.0447, -0.0044, -0.0019, 0.0031, -0.0042, -0.0009, 0.0000]
}


# 3
{
  "formula": "C4H4LuO",
  "method": "ωB97M-V/def2-TZVPD",
  "total_charge": 1,
  "homo_energy_ev": -11.94,
  "lumo_energy_ev": -5.20,
  "homo_lumo_gap_ev": 6.74,
  "symbols": ["C", "C", "O", "Lu", "H", "H", "C", "C", "H", "H"],
  "coordinates": [[1.56669, -0.72683, 0.07189], [2.52031, 0.22500, -0.12043], [2.22571, 1.53507, 0.01749], [0.25946, 1.06110, 0.70272], [1.86725, -1.76354, -0.11508], [3.57766, 0.01737, -0.37780], [-3.22207, 0.09066, -0.21756], [-2.03497, 0.42359, -0.02811], [-4.15975, -0.30685, -0.59039], [-2.60028, -0.55555, 0.65727]],
  "lowdin_charge": [-0.2308, -0.4745, -0.3940, 1.7362, 0.0159, 0.1231, 0.0708, -0.0872, 0.1157, 0.1249]
}


# 4
{
  "formula": "C18H17N5ORhSe3",
  "method": "ωB97M-V/def2-TZVPD",
  "multiplicity": 5,
  "total_charge": 1,
  "homo_energy_ev": [-9.95, -10.88],
  "lumo_energy_ev": [-4.74, -4.85],
  "e_above_lowest_kcal_mol": 0.0,
  "s2": 6.021,
  "homo_lumo_gap_ev": [5.21, 6.03],
  "symbols": ["Rh", "Se", "Se", "C", "C", "C", "C", "C", "N", "C", "C", "C", "C", "C", "N", "H", "H", "H", "H", "H", "H", "H", "H", "Se", "N", "C", "C", "C", "C", "N", "C", "N", "H", "H", "H", "C", "O", "C", "C", "H", "H", "H", "H", "H", "H"],
  "coordinates": [[-0.65467, 0.00873, 0.35369], [1.52598, 1.55237, 0.39015], [-0.80248, 2.48507, -1.40538], [-1.98759, 2.58506, 0.13666], [-2.59978, 3.75147, 0.62173], [-3.34025, 3.76455, 1.80258], [-3.51865, 2.52331, 2.44839], [-2.84962, 1.39387, 2.00565], [-1.99883, 1.45742, 0.92945], [2.39165, 1.34348, -1.39689], [2.49156, 2.50164, -2.19783], [3.10588, 2.46109, -3.41062], [3.92246, 1.39779, -3.69379], [3.89863, 0.29752, -2.82600], [3.04876, 0.22377, -1.71548], [-2.42271, 4.56726, -0.13214], [-3.64725, 4.71689, 2.25028], [-4.20815, 2.50417, 3.28996], [-2.91987, 0.34443, 2.34411], [1.87644, 3.36657, -1.89988], [3.04724, 3.25430, -4.10736], [4.66825, 1.40108, -4.52244], [4.60241, -0.51073, -2.98973], [-1.78083, -3.07432, 3.98498], [-0.07943, -3.81338, 3.95964], [0.70075, -3.06492, 3.14088], [2.00365, -3.30624, 2.78549], [2.54817, -2.51225, 1.79585], [1.76320, -1.55830, 1.15166], [0.49549, -1.32761, 1.45956], [-0.07114, -1.97231, 2.45799], [-1.39592, -1.81175, 2.70649], [2.52059, -4.24156, 3.09011], [3.42675, -2.69261, 1.24622], [2.16515, -1.00612, 0.30319], [-0.06539, -1.65984, -2.43706], [-1.40807, -1.85673, -1.96809], [-1.77866, -1.31507, -0.83562], [-3.15208, -1.77210, -0.40627], [0.17133, -0.60941, -2.59121], [0.06918, -2.14281, -3.40337], [0.72140, -2.00311, -1.78175], [-3.40733, -2.65960, -0.95819], [-3.90101, -1.00670, -0.65311], [-3.17524, -1.98437, 0.67747]],
  "mulliken_spin": [2.2715, 0.6787, 0.6418, 0.0367, -0.0258, 0.0045, 0.0243, 0.0295, 0.1158, -0.0013, -0.0025, 0.0001, 0.0119, -0.0025, 0.0179, -0.0034, -0.0001, 0.0006, -0.0027, -0.0029, 0.0000, 0.0000, 0.0001, 0.0039, 0.0046, 0.0084, 0.0088, -0.0013, -0.0370, 0.0543, -0.0121, 0.0043, 0.0005, 0.0012, 0.0477, -0.0005, 0.0018, 0.0913, 0.0313, 0.0017, 0.0027, -0.0023, 0.0023, -0.0058, 0.0025]
}